# 1
Molecular formula: C20H59N15O12
Method: DFT, ωB97M-V/def2-TZVPD

```
106
C20H59N15O12 | the Open Molecules 2025 dataset | ωB97M-V/def2-TZVPD
O -0.5442 5.9612 2.6900
O -0.8511 4.5860 0.1651
O -4.4083 2.8391 -0.0496
O 3.1901 3.8266 2.6030
O -0.1119 0.7640 -0.5769
O 0.4123 0.1933 -4.3022
O 4.2485 -1.3508 1.7236
O -2.9802 -1.3402 -1.0807
O -0.0774 2.2137 -6.2422
O 0.4626 -4.4835 -2.7551
O 1.0539 0.7532 3.0168
O 5.5116 -0.7674 -2.7025
N 1.4348 -3.1271 -4.1686
N -0.1179 -2.3470 -2.8985
N 5.7971 -1.0262 3.1495
N 4.0063 -1.7301 -1.3404
N 1.9723 0.5022 0.2870
N -2.9422 1.9363 -1.5780
N 5.3561 -0.2977 -0.5054
N -2.5386 1.7220 0.5815
N 3.8361 -0.0714 3.5054
N 4.1853 2.8623 0.8591
N 0.7845 0.7276 5.2750
N 4.5176 4.9202 1.2400
N 1.1055 2.6066 4.3068
N 1.5942 0.1558 -1.7966
N -3.4860 -2.2152 -0.1735
C 5.0245 -0.9324 -1.5933
C 1.0821 0.4177 -0.6657
C 0.9771 1.3286 4.1175
C -2.5535 -2.7570 0.8085
C -1.3336 -3.5652 0.1903
C -4.7170 -3.0192 -0.5490
C -1.9085 -1.4806 1.5260
C 0.1927 4.2835 1.0529
C 0.5823 5.5239 1.8833
C -4.5456 -3.9017 -1.8511
C -3.3450 2.2427 -0.3421
C -0.8173 2.2133 -5.0679
C 0.5922 -3.3739 -3.2318
C -4.1663 -4.6579 1.2990
C 4.6431 -0.8006 2.7270
C 0.1340 1.5397 -4.0539
C -3.2484 -3.6386 1.9279
C 3.9284 3.8551 1.6555
C -5.2742 -3.9126 0.6063
C -5.9311 -2.0835 -0.8922
H -2.6932 -0.7956 1.8471
H 3.8002 -2.4014 -2.0664
H 3.5975 2.0648 1.0554
H 2.1962 -3.7611 -4.3648
H 2.5983 0.0476 -1.8110
H 5.1048 -0.8290 0.3160
H -4.1264 -3.4084 -2.7280
H 1.4242 3.2126 3.5643
H -5.3997 -4.4563 -2.2399
H -0.8026 -2.3587 -2.1562
H -2.0581 1.4594 -1.6826
H -1.3861 -1.8502 2.4085
H 0.6282 -0.2697 5.2429
H -2.8794 1.7733 1.5309
H 1.0809 3.7351 0.7391
H -0.6473 -2.8499 -0.2628
H -5.8696 -1.6418 -1.8868
H -5.8541 -3.2656 1.2644
H -6.1405 -1.2823 -0.1834
H 1.0606 0.2202 -2.6517
H -0.4608 1.5926 -3.1420
H 4.3014 5.7419 1.7861
H 0.9684 6.4140 1.3865
H 4.9038 2.8744 0.1494
H -3.5937 -5.3318 0.6617
H -3.7224 -2.8785 2.5490
H -3.2186 -0.4660 -0.7636
H 6.0252 -0.7171 4.0836
H 1.3081 5.3458 2.6768
H 0.5746 1.3130 6.0709
H -0.6929 -3.9707 0.9734
H -1.7076 1.5950 -5.1825
H -5.8138 -4.7758 0.2167
H 1.6333 0.8328 1.1792
H 2.8227 -0.0357 0.2007
H -3.7732 -4.6285 -1.5995
H 0.9031 0.0839 -5.1199
H -4.5065 -5.2590 2.1423
H -0.2645 3.4518 1.5889
H -1.0698 5.1834 2.8908
H 6.3562 -1.7597 2.7378
H 0.1122 -1.4530 -3.3083
H -0.5174 2.8327 -6.8294
H 4.0728 0.0801 4.4755
H -6.8400 -2.6811 -0.9613
H 0.9986 2.1216 -3.7344
H 6.1468 0.3271 -0.4379
H -1.6166 4.3311 0.6853
H 5.3313 4.8206 0.6500
H 2.8809 0.1478 3.2609
H -1.6313 -4.3696 -0.4824
H -3.5284 2.1427 -2.3742
H -2.5165 -4.1215 2.5754
H -1.1010 3.2522 -4.8997
H 1.2457 -2.2632 -4.6565
H 0.7299 3.1397 5.0780
H -1.6445 1.4063 0.2335
H 3.7541 -1.8238 -0.3669
H -1.2109 -0.9337 0.8918
```

## Properties
LUMO energy (alpha / beta)	-1.84 / -6.01	eV
charge	+1
multiplicity	2
expectation value of S²	0.75

These are the Mulliken partial charges, in e, on atoms 1 to 99: -0.61 -0.51 -0.75 -0.65 -0.14 -0.53 -0.82 -0.13 -0.52 -0.72 -0.82 -0.71 -0.33 -0.06 -0.32 -0.25 0.54 -0.09 -0.16 0.01 -0.11 -0.13 -0.46 -0.44 -0.26 0.13 0.72 0.52 0.23 0.68 1.53 -1.32 0.98 -1.61 -0.31 -0.31 -1.59 0.41 -0.61 0.72 -0.77 0.65 0.10 -1.20 0.71 -0.76 -1.91 0.47 0.16 -0.07 0.23 0.02 0.20 0.38 0.04 0.41 0.03 -0.07 0.51 0.27 0.20 0.03 0.05 0.42 0.44 0.46 -0.22 -0.24 0.26 0.43 0.18 0.33 0.48 0.35 0.17 0.16 0.15 0.44 0.30 0.37 -0.40 0.04 0.42 0.27 0.42 0.37 0.28 0.29 -0.01 0.32 0.18 0.45 0.28 0.22 0.45 0.16 -0.06 0.37 0.17

# 2
Molecular formula: C20H60BF4O10S10
Method: DFT, ωB97M-V/def2-TZVPD

```
105
C20H60BF4O10S10 | the Open Molecules 2025 dataset | ωB97M-V/def2-TZVPD
S 2.3422 1.4630 -4.3890
S 5.8562 0.3631 0.8681
S 0.8278 0.7084 5.1222
S -1.5535 5.0138 -3.3914
S 1.2411 4.8808 1.7173
S -5.6401 -0.1529 -0.3112
S -3.0744 -0.5238 3.8947
S -3.2281 -2.6864 -3.2375
S 2.0484 -4.3547 -2.8981
S 0.6315 -5.6408 0.5977
F 1.2289 -0.2540 0.6381
F 0.4447 -0.4520 -1.5333
F -0.3468 1.1894 -0.2244
F -0.9205 -1.0258 0.2482
O -2.3460 -0.5725 5.2194
O 6.2988 -0.5668 1.9718
O -5.4366 -1.6329 -0.2457
O -0.6701 -6.3950 0.5920
O 1.5250 2.0542 5.0193
O 2.3851 5.7705 2.0610
O -2.5890 -3.7968 -4.0321
O 3.0596 -4.4150 -4.0344
O 3.6700 1.1597 -5.0501
O -1.1514 6.1034 -2.4297
C -2.5316 -2.5661 -1.5619
C 1.8024 -0.2385 6.3779
C 0.1153 -4.1083 1.4486
C -1.8999 3.4184 -2.6050
C 4.0428 0.5008 1.0268
C 1.9369 3.1410 -4.7775
C -6.3984 0.1766 1.2579
C -4.0473 0.7251 -0.1077
C 0.3200 4.5245 3.2470
C -2.3854 -1.1911 -3.8604
C -1.9411 -1.3202 2.6958
C -3.2151 5.3793 -4.0018
C 2.1178 -2.7070 -2.1766
C 5.7304 -0.7110 -0.6058
C 0.4663 -4.0976 -3.7733
C 1.8040 -6.2083 1.9051
C 1.4862 -0.1761 3.6832
C 2.7725 1.7079 -2.6389
C -3.0383 1.1446 3.2480
C 1.7395 3.1582 1.5332
B 0.1170 -0.1656 -0.1820
H -0.1673 5.4298 3.6245
H -1.3558 -1.2328 -3.4935
H -7.0498 1.0539 1.1679
H -5.7757 0.4406 2.1165
H 3.0357 -2.5212 -1.6213
H -0.4381 3.7566 3.1146
H 3.5770 -0.4365 0.7049
H -3.4147 0.0517 0.4775
H 1.2023 0.3292 2.7641
H 0.9224 3.3593 -4.4467
H 3.8441 1.9185 -2.6491
H 1.9109 3.1241 -5.8694
H -0.4788 -3.4441 0.8272
H 2.5326 -5.4118 2.0464
H 0.9692 4.2839 4.0913
H -3.5840 1.7854 3.9347
H -4.0714 1.6891 0.4038
H 5.0695 -0.2255 -1.3204
H 2.6535 2.9584 2.0882
H 1.0428 -3.6305 1.7759
H 3.6402 0.5229 2.0372
H 1.6914 0.1276 7.3973
H -0.4632 -4.3746 2.3333
H 2.2954 2.6009 -2.2287
H 2.5368 0.8662 -1.9923
H -3.2663 -2.9679 -0.8598
H -2.5474 -1.5027 -1.3368
H -7.0154 -0.6656 1.5581
H 1.9456 3.1357 0.4605
H 5.3458 -1.6225 -0.1509
H 3.6470 1.2343 0.3284
H 1.9788 -1.9192 -2.9147
H -3.4606 1.0921 2.2466
H 0.1659 -5.0917 -4.0956
H 2.5695 -0.0895 3.8020
H -3.9530 5.4855 -3.2001
H -1.0008 2.9906 -2.1708
H -2.6843 3.5392 -1.8558
H -2.7161 -0.3131 -3.2964
H -2.5296 -1.1394 -4.9323
H 0.5895 -3.3885 -4.5887
H 2.3622 -7.0425 1.4780
H -3.2284 6.3725 -4.4497
H 0.9062 2.4992 1.7478
H 2.8505 -0.0158 6.1555
H -3.5589 4.6290 -4.7115
H -1.5886 -3.0571 -1.3443
H 1.2742 -2.6435 -1.4878
H -1.2452 -0.6382 2.1957
H -3.5671 0.9142 -1.0668
H -2.3117 2.8350 -3.4301
H 2.7005 3.8418 -4.4465
H 1.6610 -1.3168 6.3311
H 1.2744 -1.2446 3.6548
H -2.4966 -1.6677 1.8185
H 1.2670 -6.5594 2.7830
H -1.9900 1.4468 3.2112
H 6.6924 -0.9230 -1.0669
H -0.3593 -3.7262 -3.1689
H -1.4331 -2.1256 3.2138
```

## Properties
LUMO energy	1.50	eV
charge	-1
energy above the lowest of the compared OMol25 structures with the same formula, charge and spin	0.169	eV

These are the Mulliken partial charges, in e, on atoms 1 to 99: 0.57 0.41 0.68 0.50 0.51 0.43 0.36 0.38 0.53 0.72 0.04 -0.32 -0.31 0.13 -0.62 -0.65 -0.58 -0.70 -0.68 -0.68 -0.62 -0.71 -0.70 -0.63 -0.15 -1.14 -0.69 -0.73 0.03 -0.78 -0.82 -0.02 -0.67 -0.34 -0.42 -1.02 -0.07 -0.70 -0.52 -1.05 -0.32 -0.60 0.35 0.12 0.12 0.43 -0.05 0.37 0.18 0.18 0.06 0.00 -0.51 -0.69 0.11 0.49 0.40 -0.13 0.32 0.24 0.52 0.63 0.11 0.37 0.21 -0.06 0.37 0.55 0.29 -0.14 0.42 -0.38 0.34 -0.16 0.23 0.13 0.13 -0.39 0.43 0.62 0.31 0.06 0.45 0.07 0.47 0.33 0.39 0.35 -0.28 0.34 0.34 0.11 -0.23 -0.28 0.00 0.33 0.32 0.34 0.39

# 3
Molecular formula: C20H60BaBrNO13
Method: DFT, ωB97M-V/def2-TZVPD

```
96
C20H60BaBrNO13 | the Open Molecules 2025 dataset | ωB97M-V/def2-TZVPD
Ba 2.6785 2.4781 0.3050
Br 0.1735 0.1459 0.0939
O -1.8980 -4.9316 -1.2480
O -1.9037 4.3840 -0.2885
O -1.9789 0.3618 -3.0548
O 1.3995 2.0597 2.6349
O 1.1626 -4.5916 -4.6513
O 4.7195 1.0012 1.5741
O 6.6486 0.4209 2.2803
O 6.3482 2.0049 0.7623
O -0.5924 -4.5668 1.5241
O -3.5865 -0.0886 1.5142
O 3.4896 -0.2414 -0.7318
O 1.7740 3.7312 -2.0938
O 0.8249 4.4034 0.8645
N 5.9250 1.1031 1.4936
C 2.2195 0.6149 4.2548
C 4.4405 -1.3029 -0.7240
C 0.3886 -2.8418 -3.4023
C -4.2025 -0.0792 -2.2133
C 4.3011 -2.0690 -2.0772
C -3.5152 -0.8481 3.8679
C -3.1282 -4.4027 -1.5695
C 0.2886 -3.5185 1.2064
C 1.3946 -3.1744 -4.4636
C -3.5666 -1.2463 2.3652
C 0.8300 5.7224 1.2698
C -3.7671 -3.8364 -0.2742
C 1.5467 1.9132 4.0001
C -2.8322 -0.6565 -2.4735
C -2.8854 3.4671 0.2651
C 0.6514 5.6545 2.7382
C 1.1702 -3.3093 2.4413
C 1.3490 2.9934 -3.2561
C 1.8602 1.4982 -3.2391
C -2.6794 3.5299 1.8401
H 0.7769 -3.6556 0.2416
H 1.8257 6.1182 1.0700
H 1.9025 -2.5322 2.2222
H 2.3653 -2.8747 -4.0687
H -1.3551 -5.2717 -1.9630
H -3.3321 2.8048 2.3261
H 0.2614 2.9220 -3.2446
H -1.6381 3.3115 2.0769
H -4.6995 -3.3955 -0.6268
H -2.8769 2.5326 -0.2960
H 0.9727 6.5718 3.2315
H 1.2564 4.8174 3.0864
H -2.6343 -0.2117 3.9522
H -0.3773 5.4332 3.0228
H -4.6536 -0.0759 -3.2056
H -2.7511 -1.9129 2.0850
H 5.3961 -0.8423 -0.4732
H -1.2864 -4.6172 0.8627
H -3.7192 -5.0841 -2.1815
H 1.6078 0.9518 -2.3303
H 4.4466 -1.3669 -2.8982
H -0.0664 4.3460 0.5126
H -4.1165 -4.6922 0.3035
H -2.6575 -0.0343 1.2786
H -4.1101 0.9015 -1.7466
H 0.4455 -1.7793 -3.1657
H 1.6812 3.3974 -4.2124
H 3.1750 0.5759 3.7317
H -2.9063 -1.5236 -3.1298
H -1.9293 4.3101 -1.2454
H 2.8973 1.3575 -3.5436
H 2.0564 -4.9272 -4.7520
H 4.9218 -2.9646 -2.0494
H 0.5977 1.5568 2.4739
H 2.1836 2.7396 4.3155
H 1.2049 -2.7802 -5.4619
H -3.1734 -3.0781 0.2364
H -2.9454 4.5208 2.2082
H 0.7383 -3.0257 3.4011
H 1.3967 1.0540 -4.1199
H 0.1225 6.3799 0.7646
H 0.5100 -3.2876 -2.4151
H 1.7398 -4.1965 2.7180
H -2.5052 -0.9930 -1.4897
H 4.2108 -1.7074 0.2618
H -2.9778 -3.4520 -2.0811
H -0.6245 -3.0839 -3.7233
H -4.7202 -0.7134 -1.4936
H 1.6180 -0.2356 3.9337
H 2.7648 -0.7722 -1.0703
H -3.8374 3.9278 0.0013
H -0.4285 -2.6986 1.1651
H -3.3834 -1.7508 4.4643
H 1.4238 4.6249 -2.0784
H -1.3738 0.6801 -2.3809
H 3.2702 -2.4095 -2.1752
H -4.4515 -1.8315 2.1149
H 2.5307 0.5035 5.2935
H 0.5814 1.9775 4.5023
H -4.3985 -0.3212 4.2288
```

## Properties
LUMO energy	-0.56	eV

Charges in e, computed with Mulliken, in the same order as the atoms: 1.33 -0.40 -0.45 -0.56 -0.57 0.09 -0.53 -0.44 -0.62 -0.68 -0.66 -0.40 0.08 -0.31 0.04 0.85 -0.89 -0.50 -0.39 -0.97 -0.67 -1.08 0.59 0.86 -0.16 0.25 -0.29 -1.21 -0.44 0.30 0.12 -0.83 -1.29 -0.26 -1.08 -0.58 0.04 0.29 0.18 0.14 0.26 0.38 0.27 -0.24 0.46 -0.13 0.42 0.03 0.16 0.21 0.37 -0.17 0.34 0.22 0.38 0.14 0.28 -0.06 0.41 0.11 0.16 0.17 0.31 0.14 0.23 0.25 0.42 0.29 0.39 -0.15 0.33 0.28 0.12 0.36 0.34 0.40 0.34 -0.08 0.40 0.00 0.28 -0.51 0.35 0.23 0.16 -0.08 0.36 -0.25 0.40 0.15 0.17 -0.09 0.34 0.39 0.34 0.31

| no. | calculated total energy (a.u.) |
| --- | --- |
| 1 | -2521.49067 |
| 2 | -5956.57585 |
| 3 | -4430.24288 |